{"formula": "C20H19Cl2N15PSTl", "method": "ωB97M-V with the def2-TZVPD basis set", "symbols": ["Tl", "Cl", "Cl", "S", "P", "N", "N", "N", "N", "N", "N", "N", "N", "N", "N", "N", "N", "N", "N", "N", "C", "C", "C", "C", "C", "C", "C", "C", "C", "C", "C", "C", "C", "C", "C", "C", "C", "C", "C", "C", "H", "H", "H", "H", "H", "H", "H", "H", "H", "H", "H", "H", "H", "H", "H", "H", "H", "H", "H"], "positions_angstrom": [[-0.92345, -0.28902, 0.03677], [-4.25133, -4.69483, 0.39243], [-2.17269, -0.60012, -2.58461], [-2.14613, -2.45350, 0.26084], [2.37561, 0.76362, 0.40225], [0.72269, -1.34318, 1.42557], [2.47208, -0.87354, 2.65442], [-4.40125, 1.91969, 1.69663], [-2.32361, 2.04162, 2.80921], [3.19098, -0.84622, -1.89943], [-4.82574, 1.36456, 0.53847], [1.06178, -0.92800, -1.39034], [1.04723, 1.79392, 2.19864], [-2.73173, 0.93298, 0.68250], [-0.04133, 1.61845, -0.94424], [1.40465, 3.20306, -0.53562], [1.04543, 2.61832, 3.19486], [-0.21346, 1.40712, 1.91245], [-3.85565, 0.78020, -0.06527], [-0.21139, 2.82891, 3.59909], [-4.11010, -2.23171, -3.35315], [-4.16517, -3.70866, -1.03613], [1.13680, 1.88612, -0.40195], [-5.01553, -3.26809, -3.23096], [-0.95191, 2.07908, 2.77817], [1.26996, -1.72203, -2.48513], [1.80209, -1.89734, 3.27978], [3.65457, -0.19443, 3.16564], [-0.55061, 2.78535, -1.43985], [4.60353, -0.50019, -1.85124], [0.34558, 3.77943, -1.19841], [2.56169, 3.91879, -0.01249], [-5.04388, -4.00562, -2.06075], [-3.22520, -2.66764, -1.10976], [2.59201, -1.68311, -2.81285], [2.23145, -0.40854, -1.05143], [1.78836, -0.57236, 1.52673], [0.71474, -2.17752, 2.51047], [-3.11823, 1.63159, 1.75096], [-3.24671, -1.94681, -2.30888], [3.43283, 0.86231, 3.31221], [2.15377, -2.32352, 4.20320], [-5.69585, -3.49611, -4.03993], [0.32623, 4.82986, -1.43012], [-5.74933, -4.81398, -1.92808], [-1.51452, 2.82929, -1.91820], [2.40162, 4.98134, -0.17057], [-4.06638, -1.63307, -4.25220], [0.46855, -2.26373, -2.95910], [3.91860, -0.64146, 4.11975], [5.11459, -1.01172, -2.66198], [4.48959, -0.29935, 2.47631], [5.04179, -0.81176, -0.90494], [-0.05553, -2.91640, 2.65303], [3.47110, 3.61103, -0.52436], [4.73897, 0.57337, -1.96840], [2.65795, 3.72514, 1.05468], [-2.77914, 2.61693, 3.49671], [3.14903, -2.15850, -3.60140]], "e_homo_ha": -0.2843, "max_force_ev_per_a": 1.0, "e_tot_ev": -93260.088, "e_above_lowest_kcal_mol": 14.6, "lumo_energy_ev": -0.09, "mol_weight_g_mol": 807.807}

=====

{"formula": "C5H10OP2", "method": "ωB97M-V with the def2-TZVPD basis set", "symbols": ["P", "P", "O", "C", "C", "C", "C", "C", "H", "H", "H", "H", "H", "H", "H", "H", "H", "H"], "positions_angstrom": [[1.85052, 2.31683, -0.51007], [0.14058, 1.15775, 0.71649], [2.98332, 3.04582, 0.06071], [0.97453, -0.46671, 1.25524], [-0.50605, 0.24331, -0.74877], [-0.91316, 1.00352, -1.81468], [-0.03077, -1.54234, 0.77482], [-0.27729, -1.28380, -0.71345], [-1.10393, 2.08747, -1.90068], [-0.85357, 1.00734, 1.61278], [0.52772, -1.49997, -1.41814], [-1.35916, 0.43600, -2.83058], [0.43610, -2.53475, 0.74167], [-1.16791, -1.75755, -0.95512], [1.92001, -0.83320, 0.81284], [1.25711, -0.51287, 2.28656], [0.60844, 3.28963, -0.72334], [-0.91852, -1.42217, 1.35438]], "e_homo_ha": -0.3146, "max_force_ev_per_a": 3.6, "e_tot_ev": -25969.335, "smiles": "C=C1CCC[P@H]1=[PH]=O", "e_above_lowest_kcal_mol": 60.5, "lumo_energy_ev": 0.26, "mol_weight_g_mol": 148.082}

=====

{"formula": "C13H27BrInN2O2", "method": "ωB97M-V with the def2-TZVPD basis set", "symbols": ["In", "Br", "O", "O", "N", "N", "C", "C", "C", "C", "C", "C", "C", "C", "C", "C", "C", "C", "C", "H", "H", "H", "H", "H", "H", "H", "H", "H", "H", "H", "H", "H", "H", "H", "H", "H", "H", "H", "H", "H", "H", "H", "H", "H", "H", "H"], "positions_angstrom": [[-1.31332, -1.33419, 0.83424], [-4.54798, -4.03387, 0.54029], [-0.54661, 4.06870, 2.41346], [-2.04930, -4.72553, -0.41708], [-1.85806, 2.51322, 1.37136], [4.04569, 2.38689, -0.44074], [0.89790, -1.40900, 0.59994], [4.08156, 0.92662, -0.33126], [0.65973, 2.30324, 1.38313], [-2.50727, -4.13226, 0.49485], [-3.11176, 0.26274, -1.40644], [1.34723, -1.32563, -0.86030], [-1.92231, -3.40418, 1.59090], [2.87886, -1.23226, -1.06895], [-3.21664, 1.24427, -0.24155], [-0.59696, 3.05732, 1.76848], [-1.88229, 1.91883, 0.02774], [-2.26109, -0.99438, -1.14134], [3.39354, 0.16309, -1.46989], [-3.52919, 0.71298, 0.66410], [0.87980, -0.45421, -1.33801], [-1.07734, 1.18491, -0.12553], [-1.72857, 2.72262, -0.70269], [-1.72965, -0.19887, 2.14102], [1.37338, -0.61054, 1.18337], [-1.42896, -1.02999, -1.85244], [-4.12440, -0.02784, -1.70572], [-2.60388, -3.24449, 2.41845], [3.20411, 2.68597, -0.92077], [1.47163, 2.59490, 2.04638], [4.82569, 2.73329, -0.98509], [-0.99718, -3.89374, 1.90218], [5.13589, 0.63794, -0.27713], [2.55405, 0.77472, -1.82457], [4.08351, 0.08051, -2.31774], [0.49442, 1.22411, 1.41631], [3.62484, 0.63002, 0.61918], [-2.69849, 0.81285, -2.26507], [0.94970, 2.56110, 0.36080], [3.36315, -1.52628, -0.12949], [3.19745, -1.96165, -1.81967], [-2.10719, 1.76944, 2.02732], [1.24510, -2.35568, 1.03352], [0.96458, -2.19879, -1.39994], [-2.85933, -1.88576, -1.35431], [-3.97407, 2.00886, -0.44131]], "e_homo_ha": -0.1921, "max_force_ev_per_a": 0.7, "e_tot_ev": -96210.851, "total_charge": -1, "lumo_energy_ev": 2.79, "mol_weight_g_mol": 438.093}

=====

{"formula": "C4H9N4O", "method": "ωB97M-V with the def2-TZVPD basis set", "symbols": ["O", "N", "N", "N", "N", "C", "C", "C", "C", "H", "H", "H", "H", "H", "H", "H", "H", "H"], "positions_angstrom": [[-1.95440, -1.20400, -0.82864], [-0.21669, 0.08857, -0.75421], [-0.89119, -0.73979, -0.09098], [-2.71279, -0.79378, -3.04639], [1.62576, 0.42488, 1.49413], [0.78734, 0.02234, 2.61800], [-0.66069, 0.17935, -2.00548], [2.64799, 1.18530, 1.58831], [-1.78721, -0.64849, -2.09335], [1.33784, 0.20992, 0.47635], [-2.25781, -0.87154, -3.91237], [-0.23476, 0.85629, -2.64627], [-3.53701, -1.19604, -2.67910], [2.99697, 1.19220, 2.57031], [1.17173, 0.70761, 3.42908], [-0.23065, 0.08297, 2.44463], [0.88533, -0.99535, 2.75764], [3.03024, 1.49955, 0.67833]], "e_homo_ha": -0.4512, "max_force_ev_per_a": 3.4, "e_tot_ev": -12292.070, "total_charge": 1, "e_above_lowest_kcal_mol": 81.9, "lumo_energy_ev": -4.53, "mol_weight_g_mol": 129.143}

=====

{"formula": "C20H59ClN5O11", "method": "ωB97M-V with the def2-TZVPD basis set", "symbols": ["Cl", "O", "O", "O", "O", "O", "O", "O", "O", "O", "O", "O", "N", "N", "N", "N", "N", "C", "C", "C", "C", "C", "C", "C", "C", "C", "C", "C", "C", "C", "C", "C", "C", "C", "C", "C", "C", "H", "H", "H", "H", "H", "H", "H", "H", "H", "H", "H", "H", "H", "H", "H", "H", "H", "H", "H", "H", "H", "H", "H", "H", "H", "H", "H", "H", "H", "H", "H", "H", "H", "H", "H", "H", "H", "H", "H", "H", "H", "H", "H", "H", "H", "H", "H", "H", "H", "H", "H", "H", "H", "H", "H", "H", "H", "H", "H"], "positions_angstrom": [[-0.59381, -0.55962, -0.41536], [-1.91996, -0.28199, 0.05403], [-4.17014, -0.90501, -0.00980], [0.53938, -1.06144, 2.54818], [0.32817, 0.10347, 0.44740], [-0.39320, -0.01069, -1.76761], [-0.38984, -1.99992, -0.37262], [-2.75472, 2.17153, 2.63885], [-1.92534, -5.30843, -1.21500], [-1.75921, 4.22301, -2.97110], [3.16373, 3.02676, 0.53984], [1.58970, -4.02419, 1.25836], [1.17046, 2.11480, -2.21718], [0.73910, 1.10237, 2.46412], [-3.05177, -1.75498, -1.33405], [4.10547, -3.09568, 2.26233], [4.26951, 0.21668, -0.01966], [-1.54958, -2.81375, -2.86504], [0.00583, 3.22676, 2.73303], [-2.18125, -4.01362, -0.77323], [3.05087, -2.19217, 2.09035], [2.46394, 1.90706, 0.10105], [-4.00288, 1.65611, 2.16464], [-3.04821, -6.03211, -1.69724], [-2.66653, -3.03481, -1.85477], [-1.68628, 1.37493, 2.12955], [-0.21835, 2.64935, -2.10642], [3.76190, -0.82914, 1.71801], [-0.36749, 1.76629, 2.91723], [-2.02884, 5.46648, -3.63761], [2.07916, -2.69525, 0.93936], [-0.35793, 3.89419, -2.90966], [3.20935, 0.90613, -0.73237], [-0.49475, 3.01041, -0.59252], [0.26740, -4.34289, 0.70491], [2.51428, 3.71864, 1.60065], [2.37592, -0.14605, -1.42091], [-4.85134, 2.33632, 2.23900], [3.76804, -0.21313, 0.74446], [-3.79549, -6.05307, -0.90398], [-3.57842, -5.59568, -2.54368], [-3.08801, 5.58223, -3.86757], [-0.64411, -2.38381, -2.43683], [-0.46185, 2.06248, -0.05544], [-1.45574, 3.51039, -0.47169], [-3.03130, -1.10550, -2.10727], [4.43445, -0.43134, 2.47796], [-1.19266, -3.69088, -0.44671], [0.71319, 1.15592, 1.45587], [-0.81724, 1.87165, -2.58034], [2.17827, -1.00787, -0.78349], [-3.92307, 1.48805, 1.09065], [-4.27767, 0.70508, 2.62086], [1.19153, 1.32138, -1.59259], [-1.77427, 6.27725, -2.95501], [-2.67022, -7.01756, -1.96948], [1.15217, 1.76475, -3.16441], [0.12512, -1.04103, 1.68550], [2.88073, -0.47300, -2.32996], [3.69171, -3.96411, 2.57013], [4.59679, -2.78207, 3.08717], [0.52549, 0.15508, 2.74183], [2.51644, 3.06048, 2.46950], [2.53765, -2.58740, -0.04362], [0.93700, 3.60814, 3.15205], [2.53269, -2.03908, 3.03700], [-3.52172, -0.25463, -0.27957], [0.25890, 3.64478, -0.12594], [0.01727, 3.81634, -3.93009], [-0.90660, 3.70455, 3.08978], [-2.35970, -1.47780, -0.65265], [2.95750, -0.11681, 1.53462], [-0.55336, 1.64690, 3.98461], [-0.07716, -5.26242, 1.17802], [1.42370, 0.24921, -1.77467], [3.18158, 4.56121, 1.78202], [-4.02405, -1.64717, -0.59637], [0.16060, 3.53689, 1.69960], [-0.54154, -3.63287, 0.87688], [1.98388, 1.35639, 0.91000], [1.22712, -2.01849, 0.87519], [3.73895, 1.44435, -1.51847], [-3.57800, -3.38237, -2.34110], [4.75148, 0.97820, 0.43630], [-1.27844, -3.76157, -3.33005], [4.41195, -1.11235, 0.89017], [-2.93996, -4.15755, -0.00399], [-1.48204, 5.64831, -4.56284], [-1.53829, 1.52184, 1.05969], [-1.76203, -2.16921, -3.71800], [1.47412, 3.88948, 1.32321], [-1.83542, 0.29543, 2.15280], [0.19210, 4.72907, -2.47543], [0.21322, -1.86561, 2.95207], [1.73856, 2.34926, -0.58187], [0.37341, -4.46022, -0.37356]], "e_homo_ha": -0.1867, "max_force_ev_per_a": 11.2, "e_tot_ev": -64165.514, "total_charge": -1, "e_above_lowest_kcal_mol": 448.6, "lumo_energy_ev": 2.65, "mol_weight_g_mol": 581.169}